Computed, not measured: one molecule with the formula C2H3NO2S at a distorted geometry, with ωB97M-V/def2-TZVPD.

The geometry in XYZ format:
```
9
Properties=species:S:1:pos:R:3
H -0.7356 1.4456 0.2994
O 1.3936 -0.9785 1.2310
C 0.7123 -0.3413 0.4836
N -0.1765 -0.9420 -0.5097
H -0.2368 -2.1767 -0.8203
C 0.2531 1.0880 0.7083
S 0.9650 2.1187 1.6712
H -1.6366 0.0723 -1.4218
O -0.5385 -0.2861 -1.6416
```

As for the SMILES: O=C(C=S)NO. The value obtained for the LUMO energy is -0.041 Ha. As for the total charge: 0.

Computed, not measured: one molecule with the formula C2H3NO2S at a distorted geometry, with ωB97M-V/def2-TZVPD.

The geometry in XYZ format:
```
9
Properties=species:S:1:pos:R:3
C 2.1867 -1.3803 0.2720
H -0.8378 1.3134 -0.5253
O 0.1202 -0.3478 -0.7970
H 2.7622 -1.3098 1.1807
N -0.8584 0.6402 -1.1783
H -1.7352 0.0573 -1.1774
O 1.0249 0.7743 0.9698
C 0.9773 -0.1462 0.2359
S 1.9315 -2.7954 -0.3279
```

As for the SMILES: NOC(=O)C=S. The value obtained for the LUMO energy is -0.037 Ha. As for the total charge: 0.

Computed, not measured: a 2-piece molecular cluster, C2H3NO2S overall at a distorted geometry, with ωB97M-V/def2-TZVPD.

The geometry in XYZ format:
```
9
Properties=species:S:1:pos:R:3
C 0.2551 -1.8190 0.1626
H -2.4863 1.4855 0.9467
O -0.0783 -1.3230 1.1559
H 0.0882 -2.9270 -1.7409
C 0.6659 -2.5926 -0.7812
H 1.6263 -3.1474 -0.6299
S -2.1031 -0.1608 -0.6733
N -2.9035 0.6491 0.5084
O -4.0191 0.4288 0.9608
```

As for the SMILES: [O-][NH+]=S.C=C=O. The value obtained for the LUMO energy is -0.044 Ha. As for the total charge: 0.

Computed, not measured: one molecule with the formula C2H3NO2S at a distorted geometry, with ωB97M-V/def2-TZVPD.

The geometry in XYZ format:
```
9
Properties=species:S:1:pos:R:3
O 1.6738 0.2815 1.0946
C -1.0835 -2.0715 0.0726
N -0.1829 1.5999 0.1461
H -0.7196 1.7265 -0.8124
C -0.4953 -1.0237 0.1277
S 0.7179 0.2266 0.0549
H 0.0063 2.3624 0.7349
H -1.3224 -3.0814 0.2390
O 1.4057 -0.0204 -1.6576
```

As for the SMILES: C#CS(N)(=O)=O. The value obtained for the LUMO energy is 0.005 Ha. As for the total charge: 0.

Computed, not measured: one molecule with the formula C2H3NO2S at a distorted geometry, with ωB97M-V/def2-TZVPD.

The geometry in XYZ format:
```
9
Properties=species:S:1:pos:R:3
H -0.9649 -1.2633 -0.6192
C -0.0665 -0.9428 -0.8832
C -0.4699 1.8289 1.2824
O 0.0062 0.4154 -0.6138
H 1.6571 -1.1752 0.0277
N -0.2319 0.8025 0.7241
O 0.7672 -1.7056 -0.0702
H 0.1792 -1.0459 -1.9861
S -0.8766 3.0860 2.1381
```

As for the SMILES: OCON=C=S. The value obtained for the LUMO energy is -0.006 Ha. As for the total charge: 0.

Computed, not measured: C2H3NO2S as an isolated structure at a distorted geometry, with ωB97M-V/def2-TZVPD.

The geometry in XYZ format:
```
9
Properties=species:S:1:pos:R:3
O 0.1184 1.8079 0.3245
H -1.1324 1.8267 -1.1926
C -0.9377 -0.3599 -0.1979
S 1.8700 -0.3221 -0.2902
N 0.2279 -0.8415 0.1615
O -2.0572 -0.9524 -0.0355
H 2.4228 -0.6236 1.2905
H 0.1221 -1.7414 0.2829
C -0.6340 1.2063 -0.3434
```

The value obtained for the LUMO energy is -0.020 Ha. As for the total charge: 0.

Short version: ΔE to the lowest compared entry with this formula, charge and spin = 117.68, 91.39, 110.20, 155.12, 92.42, 89.78 kcal per mole, in the order given.